Record 1
Density functional theory data (ωB97M-V with the def2-TZVPD basis set) for a cluster of 2 separate species, C4H9IN in total in a non-equilibrium geometry.

The charge is +1. The calculation puts the frontier orbital gap (alpha / beta) at 5.219 / 9.733 eV. Its highest occupied orbital energy (alpha / beta) is -11.69 / -13.52 eV. Its molecular weight is 198.0 g mol⁻¹.

```
15
Properties=species:S:1:pos:R:3:forces:R:3
C -0.76502 2.04285 0.02284 0.07 1.71 -1.18
C -0.09803 0.86089 -0.45734 -0.15 -0.78 -1.05
C 1.06640 -2.24260 0.44230 -0.06 -1.23 1.05
C 0.30767 -1.67538 1.61348 3.17 -0.13 -2.47
N -1.53727 1.15132 -0.90958 -0.96 -1.58 -1.53
I 1.16047 0.68254 -2.09954 0.14 0.05 0.61
H -1.16577 1.99410 1.02338 0.00 0.39 0.17
H -0.50071 3.05130 -0.44916 -0.60 -1.40 0.99
H 2.02605 -2.60753 0.93665 -1.25 -0.44 -1.35
H 1.40139 -1.59305 -0.40750 -0.53 -0.09 0.78
H 0.32661 -3.01161 -0.02925 1.76 0.76 0.63
H 0.87782 -1.55509 2.50388 -0.28 0.23 0.81
H -0.56513 -1.21563 1.36846 -2.79 1.04 0.16
H -2.25563 0.45074 -0.65535 0.57 0.76 0.89
H -1.73302 1.29444 -1.93885 0.92 0.71 1.48
```
Forces are in eV/Å.



Record 2
Density functional theory data (ωB97M-V with the def2-TZVPD basis set) for a cluster of 6 separate species, C2H15O6 in total in a non-equilibrium geometry.

The charge is -1. The calculation puts the frontier orbital gap at 6.115 eV. Its highest occupied orbital energy is -3.75 eV. Its molecular weight is 135.1 g mol⁻¹.

```
23
Properties=species:S:1:pos:R:3:forces:R:3
O -0.81543 0.01278 0.89889 0.18 0.67 1.33
H -1.54161 -0.44331 0.30590 -1.30 -0.95 -1.99
H -1.09687 0.94713 1.09300 0.28 -0.76 -0.24
H 0.10522 0.02611 0.47019 0.93 0.40 -1.01
C -2.79739 -2.21022 -1.03531 0.53 0.79 1.42
O -2.49015 -0.87075 -0.78998 0.60 0.01 0.64
H -2.00162 -2.91488 -0.73395 0.41 0.03 -0.36
H -3.59680 -2.53702 -0.34725 -0.64 -0.17 -0.47
H -3.03356 -2.40589 -2.08676 -0.27 -0.10 -0.07
C 1.36479 1.40174 -1.26063 0.16 -0.56 0.19
O 1.51349 0.36323 -0.35438 0.05 -0.31 1.16
H 2.26268 2.02524 -1.43788 0.30 -0.27 0.17
H 1.11941 0.94672 -2.23204 -0.46 0.64 -0.21
H 0.63185 2.14827 -0.90599 -0.40 -0.12 -0.44
O -1.50419 2.44310 1.58306 -0.21 0.67 0.29
H -2.22596 2.99464 1.26262 0.02 -0.18 -0.16
H -1.26261 2.81513 2.43772 0.10 -0.13 -0.05
O 2.10798 -2.59259 -0.53652 0.02 -0.02 0.08
H 2.81904 -2.63401 -1.17990 -0.01 0.09 0.00
H 1.91185 -1.63877 -0.45615 -0.07 0.25 -0.13
O 3.22581 0.76482 1.86957 0.34 0.04 -0.07
H 2.83643 0.58981 0.97934 -0.47 0.04 0.02
H 2.46764 0.76871 2.45649 -0.11 -0.07 -0.10
```
Forces are in eV/Å.



Record 3
Density functional theory data (ωB97M-V with the def2-TZVPD basis set) for a structure of composition C18H18AlN4O4.

The charge is +1. The calculation puts the frontier orbital gap at 7.742 eV. Its highest occupied orbital energy is -11.82 eV. Its molecular weight is 381.3 g mol⁻¹.

```
45
Properties=species:S:1:pos:R:3:forces:R:3
Al -0.61247 -0.57907 0.83497 0.11 -0.12 0.24
O -0.00260 1.88137 3.66796 -0.04 0.07 0.15
C -0.04155 1.21162 2.67754 0.05 -0.21 -0.23
O -0.87480 0.22650 2.40999 0.07 0.24 -0.04
C 0.97368 1.45668 1.55200 -0.08 -0.02 0.02
C 1.93454 2.46596 1.63709 -0.03 -0.03 0.04
C 2.77992 2.63642 0.57568 0.08 0.07 -0.03
C 2.67597 1.81457 -0.56821 0.17 0.14 -0.02
C 3.52537 1.95696 -1.69450 -0.01 0.02 0.07
C 3.37704 1.13644 -2.77078 -0.07 -0.10 -0.07
C 2.37174 0.13724 -2.77928 0.11 0.06 -0.07
C 1.53818 -0.02637 -1.71263 -0.03 0.04 0.10
C 1.68614 0.81570 -0.58674 -0.21 -0.18 0.06
N 0.85867 0.66481 0.49392 0.01 0.05 -0.12
H 1.97023 3.07289 2.53021 -0.01 0.00 -0.01
H 3.53890 3.40961 0.59876 -0.01 -0.01 -0.01
H 4.28949 2.72399 -1.68223 -0.02 -0.01 0.01
H 4.02518 1.24646 -3.62942 -0.01 -0.02 0.00
H 2.26349 -0.50133 -3.64604 0.01 0.01 0.00
H 0.76255 -0.78557 -1.72692 0.00 0.02 0.03
N 0.90055 -1.77585 1.93102 -0.13 -0.03 -0.02
C 1.29840 -3.08023 1.34852 0.02 0.07 -0.03
C 0.07918 -3.95689 1.11969 0.00 -0.06 0.08
C -0.83472 -3.42294 0.04850 0.16 0.43 0.15
O -1.35289 -4.08704 -0.79842 -0.14 -0.11 -0.08
O -1.05324 -2.09037 0.10523 0.24 -0.26 -0.18
H 1.73852 -1.24405 2.15177 -0.03 0.05 -0.03
H 0.44814 -1.93275 2.83104 0.03 -0.04 0.01
H 2.00503 -3.59720 1.99690 0.00 -0.01 0.04
H 1.80786 -2.88172 0.40375 0.01 0.00 -0.01
H -0.49727 -4.02766 2.04850 -0.02 -0.03 -0.01
H 0.37283 -4.96757 0.84740 0.01 0.00 -0.02
N -3.51026 -1.33763 -0.49705 -0.17 0.04 -0.14
C -3.22979 -0.02054 -0.60232 -0.07 -0.26 0.00
C -4.22725 0.84344 -1.10707 -0.05 -0.01 -0.01
C -3.98601 2.17553 -1.23062 -0.06 0.10 -0.04
C -2.73375 2.68002 -0.84831 -0.03 -0.02 0.01
C -1.82475 1.80414 -0.34778 0.02 -0.11 0.09
N -2.03033 0.45922 -0.19775 0.10 0.09 -0.02
H -4.38068 -1.64728 -0.89374 -0.02 0.04 0.00
H -2.75093 -2.00522 -0.50696 -0.07 0.11 0.07
H -5.17450 0.41301 -1.40189 0.01 0.01 0.00
H -4.75013 2.83216 -1.62669 0.02 -0.01 0.02
H -2.48727 3.72776 -0.92701 -0.01 -0.01 -0.01
H -0.86643 2.17478 -0.02811 0.08 0.00 0.02
```
Forces are in eV/Å.



Record 4
Density functional theory data (ωB97M-V with the def2-TZVPD basis set) for a structure of composition C28H25F40O11PS.

The calculation puts the frontier orbital gap at 10.178 eV. Its highest occupied orbital energy is -10.36 eV. Its molecular weight is 1360.5 g mol⁻¹.

```
106
Properties=species:S:1:pos:R:3:forces:R:3
C 0.17459 0.34675 0.97791 -0.19 0.06 0.51
C 1.12547 -0.36996 1.08630 -0.14 0.04 -0.82
C 2.16758 -1.35375 0.89159 0.12 -0.17 0.64
O 3.07509 -0.94938 -0.18037 -0.08 -0.11 0.32
S 4.56678 -1.49334 0.02034 0.12 0.24 -0.55
O 5.36066 -0.68554 -0.85574 -0.02 -0.13 0.10
O 4.35937 -2.93701 -0.90858 -0.02 0.08 0.29
P 4.11928 -4.30461 -0.12692 0.01 -0.08 0.07
O 3.50785 -4.17123 1.19633 0.02 -0.01 -0.16
O 5.56256 -4.96181 -0.13693 -0.25 -0.05 -0.15
O 3.29635 -5.15825 -1.19155 0.26 0.15 0.11
H -0.70101 0.95017 0.98762 0.05 0.11 -0.04
H 1.72457 -2.31792 0.64890 0.01 -0.03 -0.10
H 2.73763 -1.48909 1.81327 0.07 -0.07 -0.04
H 5.57994 -5.77133 0.38513 0.16 -0.06 0.14
H 2.73506 -4.58848 -1.72545 -0.22 -0.07 -0.12
C -0.09663 -1.94916 -4.76863 0.24 -0.20 -0.41
C 0.20778 -0.73880 -3.87477 -0.29 0.15 0.08
C 0.84658 -1.02062 -2.51608 0.44 -0.31 0.20
F 0.02453 -1.76761 -1.74711 -0.04 0.00 -0.02
F 1.11659 0.12125 -1.85801 -0.23 0.15 -0.34
F -0.89300 0.02045 -3.72756 0.03 0.00 0.00
F 1.14315 -0.00544 -4.55540 0.06 0.00 -0.03
O -1.42442 -2.42927 -4.76872 -0.16 0.35 0.35
C -1.85085 -3.39769 -3.90683 0.03 -0.06 -0.21
C -3.00150 -2.90307 -3.02011 -0.04 0.03 -0.03
F -2.60812 -1.84491 -2.28975 0.02 0.01 0.03
F -3.35292 -3.90129 -2.18083 -0.02 -0.03 0.04
F -0.84657 -3.90738 -3.16985 0.05 -0.01 0.08
F -2.35385 -4.40959 -4.64921 0.02 -0.13 -0.02
H 0.05649 -1.58221 -5.78211 -0.01 0.00 -0.01
H 0.62385 -2.75100 -4.60536 0.00 0.04 0.14
H 1.79118 -1.55911 -2.65042 -0.02 -0.01 -0.05
H -3.85548 -2.62374 -3.63958 -0.01 -0.01 0.00
C 2.79318 2.87173 -2.97225 0.18 -0.42 -0.11
C 1.41401 3.54394 -3.02113 0.11 0.11 0.13
C 1.13941 4.53649 -4.15454 -0.04 -0.03 -0.05
F 1.97178 5.59277 -4.09254 0.01 0.03 0.01
F -0.12958 5.00032 -4.02100 0.00 0.02 0.00
F 1.14314 4.13134 -1.83597 -0.08 0.03 0.06
F 0.50732 2.54636 -3.21254 -0.04 0.01 -0.03
O 3.73482 3.43147 -2.07917 -0.35 0.32 0.16
C 4.59009 4.42750 -2.44289 0.11 -0.15 -0.01
C 4.39651 5.67951 -1.57632 0.02 0.01 0.05
F 3.13887 6.14767 -1.70049 -0.03 0.02 -0.03
F 5.25158 6.63517 -2.00010 0.01 0.03 0.01
F 4.51206 4.72216 -3.75297 -0.04 0.04 -0.05
F 5.84882 3.99682 -2.20306 0.11 -0.03 -0.06
H 2.60152 1.87917 -2.57039 -0.01 -0.01 0.02
H 3.20511 2.74314 -3.97371 -0.05 0.14 -0.04
H 1.23685 4.04893 -5.12748 -0.01 0.01 0.00
H 4.59599 5.44343 -0.52987 0.00 0.00 0.00
C -0.58303 -1.38233 7.10851 0.18 -0.13 0.41
C -1.71668 -2.01567 6.28825 0.01 0.25 -0.09
C -1.33089 -2.78623 5.02096 -0.04 -0.20 -0.02
F -0.73796 -1.97255 4.12553 0.01 -0.02 -0.04
F -2.45771 -3.27899 4.46199 -0.01 0.02 0.00
F -2.65016 -1.08912 5.99194 0.00 -0.03 0.02
F -2.29266 -2.94396 7.10748 0.02 -0.06 0.04
O -0.32488 -0.00783 6.88723 -0.31 -0.02 -0.33
C 0.56169 0.39705 5.93274 0.05 -0.03 0.17
C -0.10553 1.26956 4.86165 -0.04 -0.09 -0.08
F -1.11783 0.59960 4.27868 -0.08 0.04 0.01
F 0.81572 1.53999 3.91389 0.05 0.21 0.00
F 1.21060 -0.63797 5.37157 0.07 -0.02 -0.07
F 1.49366 1.17451 6.53086 0.08 0.02 0.06
H -0.92636 -1.43310 8.14018 -0.02 0.04 0.00
H 0.32719 -1.97775 7.04123 -0.04 -0.04 -0.13
H -0.66121 -3.61854 5.25290 0.01 0.02 0.02
H -0.49180 2.19295 5.29647 0.08 0.03 0.02
C -1.51240 -7.12528 0.80740 0.12 -0.15 -0.45
C -0.93677 -6.10379 1.79766 -0.22 0.00 0.08
C -0.09537 -6.63404 2.96313 0.07 0.04 -0.05
F -0.82434 -7.43021 3.76802 -0.04 -0.01 0.02
F 0.33021 -5.57487 3.69121 0.02 0.01 0.08
F -1.91249 -5.30652 2.26934 0.03 0.00 -0.01
F -0.07275 -5.33233 1.07353 0.07 0.03 -0.07
O -2.86358 -7.49722 0.98710 -0.05 0.32 0.38
C -3.23428 -8.54907 1.77172 0.01 -0.05 -0.18
C -4.15963 -8.10398 2.91189 -0.05 0.01 -0.02
F -3.53685 -7.20566 3.69566 0.03 0.01 0.03
F -4.47060 -9.18544 3.65974 -0.03 -0.01 0.03
F -2.17962 -9.23958 2.23801 0.05 -0.01 0.06
F -3.96026 -9.39415 1.00406 0.00 -0.12 -0.04
H -1.50283 -6.60934 -0.15122 -0.02 0.01 0.00
H -0.86041 -7.99414 0.71329 0.02 0.00 0.15
H 0.77508 -7.18480 2.59838 0.00 0.02 -0.01
H -5.07097 -7.66446 2.50303 0.00 0.00 0.00
C -1.25772 8.38915 -2.68294 0.18 -0.07 -0.48
C -0.59572 8.39989 -1.29845 -0.19 0.13 0.06
C -0.66773 7.11216 -0.47572 0.17 -0.16 -0.02
F -1.94502 6.79644 -0.18059 -0.05 0.03 0.01
F 0.00000 7.29985 0.68571 -0.03 0.01 0.01
F -1.04653 9.44136 -0.56874 0.01 -0.02 -0.01
F 0.73548 8.59334 -1.52733 0.07 -0.01 -0.03
O -2.54704 8.96343 -2.78299 0.00 0.14 0.50
C -3.68632 8.23675 -2.60896 0.05 0.01 -0.18
C -4.53590 8.78916 -1.45696 -0.03 0.05 -0.02
F -3.84560 8.75070 -0.30305 0.02 -0.03 0.03
F -5.63797 8.01802 -1.32448 -0.03 0.00 0.02
F -3.44542 6.92513 -2.45539 0.01 -0.05 0.05
F -4.43643 8.37985 -3.72804 -0.05 -0.07 -0.10
H -0.62944 9.03878 -3.28970 0.00 0.01 0.00
H -1.21839 7.39493 -3.12916 -0.03 -0.06 0.14
H -0.20326 6.28491 -1.02003 -0.02 0.00 0.00
H -4.83138 9.81747 -1.67224 0.00 0.00 0.00
```
Forces are in eV/Å.



Record 5
Density functional theory data (ωB97M-V with the def2-TZVPD basis set) for a structure of composition C4H6LiO2 in a non-equilibrium geometry.

The calculation puts the frontier orbital gap (alpha / beta) at 4.046 / 11.255 eV. The spin multiplicity is 2. Its highest occupied orbital energy (alpha / beta) is -3.67 / -10.77 eV. The expectation value of S² is 0.750. Its molecular weight is 93.0 g mol⁻¹.

```
13
Properties=species:S:1:pos:R:3:forces:R:3
C -0.91781 1.54259 3.13088 -0.51 0.28 0.00
O -1.30361 1.32638 4.41784 -0.11 0.08 -0.03
H -1.13124 2.57073 2.83393 0.11 -0.30 0.03
H -1.42118 0.38653 4.59635 0.13 -0.04 -0.02
C -2.07406 1.17774 0.08924 0.85 1.36 0.31
C -0.95463 0.72805 0.65908 -0.18 -0.10 -0.27
C -0.79758 0.49262 2.11800 -0.41 -0.77 -0.02
O 0.37400 1.09053 2.74130 -0.63 0.29 -0.37
Li 1.96286 0.57476 3.07627 1.14 -0.35 0.26
H -2.96086 1.41520 0.68181 0.22 -0.11 -0.19
H -1.96473 1.67972 -0.88230 -0.54 -1.01 0.02
H -0.08658 0.46694 0.04592 -0.14 0.40 0.22
H -0.95299 -0.53989 2.45201 0.06 0.25 0.04
```
Forces are in eV/Å.



Record 6
Density functional theory data (ωB97M-V with the def2-TZVPD basis set) for a cluster of 2 separate species, C3H7NO3 in total in a non-equilibrium geometry.

The calculation puts the frontier orbital gap at 10.114 eV. Its highest occupied orbital energy is -9.57 eV. The structure (SMILES) is O=CCNC=O.O. Its molecular weight is 105.1 g mol⁻¹.

```
14
Properties=species:S:1:pos:R:3:forces:R:3
C -1.30703 -1.22170 0.49494 1.23 0.13 -0.63
N -0.08836 -0.59795 0.56042 -1.35 0.86 0.95
C -0.09103 0.79912 1.03053 0.27 -0.33 -1.46
C 0.24809 1.64486 -0.19683 0.77 -0.23 1.40
O 1.26427 2.28781 -0.23659 -0.25 0.20 -0.59
O -2.34430 -0.60888 0.50820 -0.65 -0.14 0.19
H -1.21059 -2.30114 0.33215 -0.20 -0.19 0.08
H 0.76906 -1.10063 0.63950 0.21 -0.45 -0.20
H -1.09888 1.08480 1.32110 -0.01 -0.27 0.44
H 0.66619 0.90945 1.79627 -0.05 0.33 0.18
H -0.48103 1.56213 -1.01007 -0.05 0.13 -0.39
H 2.61099 -1.52947 -1.83297 0.19 0.02 0.00
H 1.22625 -1.59142 -2.43263 -0.31 0.08 -0.33
O 1.70460 -1.76478 -1.62569 0.19 -0.12 0.35
```
Forces are in eV/Å.



Record 7
Density functional theory data (ωB97M-V with the def2-TZVPD basis set) for a cluster of 2 separate species, C5H9Cl2F in total in a non-equilibrium geometry.

The calculation puts the frontier orbital gap at 9.899 eV. Its highest occupied orbital energy is -9.22 eV. Its molecular weight is 159.0 g mol⁻¹.

```
17
Properties=species:S:1:pos:R:3:forces:R:3
C 0.77612 1.42527 -0.34942 1.22 -0.85 0.65
C 0.35288 -0.22832 1.47089 1.38 2.37 -1.58
C 0.75983 -1.20410 -0.84899 2.39 3.69 -2.31
C 0.36456 0.05983 -0.02634 -3.29 -3.03 -1.15
C -1.73209 -0.09742 -0.37487 3.26 2.16 2.08
F -2.08417 -0.33440 -1.59987 -0.22 -0.18 -1.42
Cl -2.37560 -1.36337 0.65769 -0.51 0.24 -0.02
Cl -2.30513 1.65339 0.06175 -0.33 -1.59 -0.13
H 1.54096 1.57440 0.41687 0.50 0.70 -0.51
H 0.01436 2.10759 -0.14920 -1.24 1.14 0.50
H 1.09301 1.59339 -1.34564 0.64 -0.02 -0.92
H -0.21558 0.63953 1.80903 0.15 -0.18 0.97
H 1.42263 -0.19436 1.82725 -1.20 -0.27 -0.04
H -0.17930 -1.11119 1.61890 -0.32 -1.47 0.86
H 1.79989 -1.50733 -0.61078 -0.51 0.09 -0.11
H 0.10026 -1.89569 -0.54737 -2.08 -3.00 1.02
H 0.66737 -1.11723 -2.00990 0.18 0.20 2.10
```
Forces are in eV/Å.